Molecular formula: C39H78N4O4PS
Method: DFT, the ωB97M-V functional and the def2-TZVPD basis

Its gap between HOMO and LUMO is 5.769 eV. Its total charge is +1. The energy relative to the best compared isomer or geometry (same formula, charge and spin) is 0.00 kcal/mol. Its energy is -75975.252 eV. The spin multiplicity is 1.

Last column: Löwdin charge in e.
Positions of all 127 atoms, in Å:
C 1.000 -4.570 -1.898  -0.1048
C 0.456 -3.488 -2.820  -0.2471
C 1.569 -2.552 -3.344  -0.1891
C 1.260 -1.072 -3.018  -0.1821
C 0.452 -0.366 -4.124  -0.1724
C -0.939 0.184 -3.705  -0.1211
C -0.973 0.863 -2.378  -0.1682
C -1.564 0.229 -1.265  -0.0595
C -2.185 -1.124 -1.396  -0.1127
C -3.696 -1.187 -1.048  -0.1680
C -4.538 -1.588 -2.258  -0.1882
C -6.020 -1.439 -1.917  -0.1555
C -6.930 -1.245 -3.144  -0.2273
O -6.196 -0.976 -4.324  -0.2096
C -6.866 -1.507 -5.463  -0.0918
C -1.508 0.902 -0.066  -0.0550
C -2.042 0.281 1.188  -0.0930
C -1.184 -0.941 1.630  -0.2123
C -2.040 -2.113 2.170  -0.5342
S -1.493 -2.663 3.813  0.7362
C -0.924 2.170 -0.001  -0.1730
C -0.808 2.979 1.243  -0.0017
C 0.106 2.351 2.266  -0.4549
O 1.248 2.022 2.036  0.1503
O -0.482 2.193 3.480  0.0762
C 0.441 1.955 4.549  -0.4104
C 0.417 0.592 5.134  0.0299
O 1.138 2.870 4.948  0.1619
N -0.419 2.737 -1.058  0.1517
N -0.441 2.060 -2.184  -0.1461
P 0.356 2.907 -3.595  1.1019
C -1.011 3.565 -4.660  -0.3658
C -2.454 3.453 -4.105  -0.1206
C 1.082 4.404 -2.834  -0.4206
C 2.331 4.107 -2.014  -0.1551
H 1.585 -4.162 -1.082  0.0733
H 0.168 -5.129 -1.478  0.0607
H 1.614 -5.274 -2.449  0.0781
H -0.062 -3.931 -3.666  0.1089
H -0.260 -2.898 -2.260  0.0670
H 2.506 -2.766 -2.842  0.1041
H 1.729 -2.658 -4.410  0.1072
H 2.224 -0.571 -2.970  0.1082
H 0.815 -0.998 -2.029  0.0992
H 0.270 -1.054 -4.942  0.1145
H 1.031 0.443 -4.541  0.0581
H -1.647 -0.626 -3.733  0.1028
H -1.259 0.883 -4.473  0.0992
H -1.670 -1.763 -0.688  0.1008
H -2.033 -1.579 -2.359  0.0892
H -4.050 -0.210 -0.740  0.1073
H -3.845 -1.874 -0.222  0.1125
H -4.248 -0.944 -3.078  0.1089
H -4.376 -2.634 -2.494  0.1264
H -6.370 -2.319 -1.391  0.1142
H -6.166 -0.603 -1.240  0.1051
H -7.608 -0.408 -2.966  0.1221
H -7.570 -2.116 -3.255  0.1139
H -7.932 -1.308 -5.401  0.0866
H -6.688 -2.580 -5.503  0.0913
H -6.488 -1.037 -6.362  0.0852
H -3.074 0.002 1.081  0.1056
H -2.019 0.968 2.022  0.1073
H -0.509 -1.253 0.842  0.1083
H -0.562 -0.612 2.450  0.0611
H -1.990 -2.968 1.508  0.0584
H -3.062 -1.774 2.256  0.0661
H -0.166 -2.756 3.633  -0.1195
H -0.338 3.920 0.983  0.1437
H -1.773 3.185 1.695  0.1415
H 0.571 -0.169 4.378  0.0670
H 1.158 0.488 5.910  0.0992
H -0.561 0.404 5.571  0.1003
H -0.964 2.979 -5.571  0.0603
H -0.742 4.575 -4.947  0.0743
H -2.948 4.410 -4.218  0.0732
H -3.014 2.760 -4.718  0.0691
H -2.506 3.146 -3.069  0.0486
H 0.339 4.825 -2.155  0.0716
H 1.237 5.160 -3.594  0.0856
H 2.167 3.419 -1.195  0.0555
H 3.138 3.797 -2.670  0.0707
H 2.644 5.047 -1.568  0.0698
C 4.401 5.272 1.665  -0.0904
C 5.409 5.902 0.716  -0.2801
N 5.116 7.283 0.387  -0.2031
C 5.920 7.794 -0.712  -0.2529
C 7.435 7.908 -0.510  -0.0841
C 4.954 8.180 1.520  -0.2477
C 6.126 8.320 2.501  -0.0801
H 3.387 5.346 1.266  0.0673
H 4.635 4.215 1.800  0.0740
H 4.418 5.733 2.653  0.0669
H 5.393 5.320 -0.210  0.1114
H 6.415 5.779 1.144  0.1027
H 5.527 8.771 -1.004  0.1111
H 5.741 7.145 -1.576  0.1050
H 7.701 8.757 0.118  0.0567
H 7.920 8.064 -1.475  0.0713
H 7.865 7.004 -0.076  0.0666
H 4.076 7.855 2.085  0.0990
H 4.684 9.168 1.142  0.1144
H 6.579 7.358 2.746  0.0678
H 5.770 8.759 3.436  0.0728
H 6.903 8.978 2.118  0.0556
C -0.322 -6.234 1.919  -0.0957
C -0.015 -7.494 2.719  -0.2716
N 0.268 -7.230 4.115  -0.1997
C 0.816 -8.379 4.818  -0.2474
C -0.072 -9.618 4.981  -0.0844
C -0.749 -6.476 4.827  -0.2519
C -2.168 -7.057 4.886  -0.0769
H 0.492 -5.511 2.002  0.0765
H -0.443 -6.490 0.865  0.0646
H -1.248 -5.756 2.246  0.0546
H 0.868 -7.963 2.277  0.1196
H -0.845 -8.205 2.585  0.1029
H 1.153 -8.053 5.805  0.1122
H 1.727 -8.681 4.292  0.1095
H -0.835 -9.477 5.745  0.0559
H 0.540 -10.464 5.299  0.0720
H -0.559 -9.906 4.049  0.0660
H -0.810 -5.484 4.375  0.0486
H -0.400 -6.290 5.846  0.1171
H -2.491 -7.463 3.926  0.0674
H -2.874 -6.270 5.161  0.0696
H -2.258 -7.839 5.638  0.0565


Molecular formula: C39H78O13
Method: DFT, the ωB97M-V functional and the def2-TZVPD basis

Its gap between HOMO and LUMO is 9.490 eV. The energy relative to the best compared isomer or geometry (same formula, charge and spin) is 80.40 kcal/mol. Its energy is -68321.913 eV. The spin multiplicity is 1.

Last column: Löwdin charge in e.
Positions of all 130 atoms, in Å:
C 3.738 -0.941 4.880  -0.0345
C 4.991 -0.119 4.526  -0.4575
O 4.909 0.803 3.740  0.0573
C 6.292 -0.678 5.196  -0.0155
H 2.966 -0.793 4.125  0.0739
H 3.341 -0.676 5.860  0.0800
H 3.898 -2.019 4.869  0.0670
H 7.189 -0.329 4.686  0.0772
H 6.299 -1.768 5.230  0.0715
H 6.220 -0.210 6.178  0.0805
C -0.576 -4.905 4.223  -0.0184
C 0.739 -5.545 3.810  -0.5070
O 1.322 -5.159 2.824  0.0608
C 1.312 -6.598 4.721  -0.0287
H -0.900 -4.381 3.324  0.0813
H -0.536 -4.217 5.068  0.0862
H -1.247 -5.733 4.450  0.0775
H 0.579 -7.397 4.620  0.0848
H 1.430 -6.330 5.771  0.0839
H 2.312 -6.942 4.459  0.0790
C 0.598 8.052 -3.672  -0.0234
C -0.197 6.798 -3.335  -0.4636
O 0.286 5.903 -2.612  0.0169
C -1.569 6.618 -3.937  -0.0267
H -0.009 8.904 -3.979  0.0769
H 1.227 7.744 -4.507  0.0898
H 1.247 8.325 -2.840  0.0829
H -1.744 5.608 -4.309  0.0847
H -1.580 7.244 -4.829  0.0715
H -2.340 6.938 -3.236  0.0910
C 0.891 -6.150 -5.995  -0.0300
C 0.907 -5.755 -4.536  -0.5119
O 0.235 -4.802 -4.246  0.0659
C 1.625 -6.607 -3.523  -0.0173
H 0.397 -7.120 -6.050  0.0816
H 1.879 -6.282 -6.436  0.0792
H 0.341 -5.445 -6.619  0.0800
H 1.221 -6.423 -2.527  0.0851
H 2.710 -6.595 -3.626  0.0878
H 1.271 -7.618 -3.724  0.0790
C -5.593 1.015 7.818  -0.0171
C -4.054 1.048 7.914  -0.4949
O -3.453 1.779 8.663  0.0644
C -3.269 0.074 7.066  -0.0266
H -5.793 1.473 6.849  0.0867
H -6.071 1.493 8.673  0.0790
H -5.855 -0.037 7.928  0.0722
H -2.899 0.587 6.178  0.0863
H -3.917 -0.720 6.694  0.0630
H -2.480 -0.394 7.654  0.0870
C -4.096 0.447 -8.358  -0.0376
C -4.085 -0.807 -7.551  -0.5004
O -5.143 -1.258 -7.144  0.0574
C -2.711 -1.331 -7.214  -0.0221
H -3.787 0.362 -9.400  0.0869
H -3.365 1.084 -7.860  0.0843
H -5.108 0.851 -8.352  0.0843
H -2.469 -1.395 -6.154  0.0923
H -1.955 -0.741 -7.732  0.0688
H -2.597 -2.291 -7.718  0.0855
C -6.047 0.685 -2.376  -0.0239
C -4.708 1.333 -2.153  -0.4874
O -3.816 1.171 -2.984  0.0371
C -4.504 2.229 -0.957  -0.0214
H -6.088 -0.209 -1.754  0.0884
H -6.259 0.409 -3.409  0.0859
H -6.826 1.351 -2.005  0.0749
H -4.572 1.688 -0.013  0.0857
H -5.318 2.951 -0.908  0.0793
H -3.558 2.748 -1.113  0.0824
C 4.687 5.692 0.048  -0.0339
C 5.073 6.100 -1.331  -0.4589
O 5.548 7.223 -1.578  0.0294
C 4.842 5.058 -2.462  -0.0189
H 4.953 4.670 0.318  0.0861
H 3.605 5.791 0.137  0.0889
H 5.127 6.386 0.763  0.0829
H 4.309 5.602 -3.242  0.0745
H 4.203 4.228 -2.161  0.0685
H 5.788 4.635 -2.800  0.0815
C -0.226 -1.677 -0.239  -0.0116
C -0.274 -0.307 0.469  -0.4669
O -0.867 -0.143 1.507  0.0505
C 0.652 0.822 -0.009  -0.0246
H -0.477 -1.675 -1.300  0.0764
H -1.058 -2.224 0.205  0.0739
H 0.743 -2.167 -0.142  0.0802
H 0.211 1.396 -0.824  0.0756
H 1.604 0.510 -0.438  0.0727
H 0.850 1.543 0.784  0.0738
C 5.260 -3.185 0.468  -0.0175
C 6.353 -3.871 1.318  -0.4522
O 7.449 -3.347 1.616  0.0275
C 6.023 -5.257 1.778  -0.0378
H 5.005 -3.883 -0.330  0.0767
H 5.642 -2.253 0.051  0.0782
H 4.410 -2.818 1.042  0.0793
H 5.512 -5.823 0.999  0.0781
H 5.445 -5.192 2.700  0.0870
H 6.918 -5.829 2.023  0.0816
C 2.735 -0.498 -5.273  -0.0209
C 4.027 0.252 -5.054  -0.5351
O 4.763 0.027 -4.129  0.0740
C 4.284 1.397 -5.947  -0.0312
H 1.861 0.153 -5.246  0.0841
H 2.602 -1.198 -4.448  0.0802
H 2.834 -1.049 -6.208  0.0855
H 5.185 1.917 -5.620  0.0866
H 3.465 2.084 -5.735  0.0883
H 4.262 1.172 -7.013  0.0883
C -6.192 -4.265 3.780  -0.0440
C -5.891 -3.067 2.939  -0.4833
O -5.377 -3.336 1.880  0.0642
C -6.481 -1.703 3.403  -0.0106
H -5.919 -5.205 3.300  0.0827
H -7.242 -4.268 4.070  0.0835
H -5.574 -4.245 4.679  0.0804
H -7.486 -1.637 2.988  0.0841
H -5.810 -0.896 3.111  0.0765
H -6.655 -1.635 4.477  0.0661
C -1.249 4.542 4.155  -0.0227
C -1.648 5.791 3.414  -0.4840
O -2.727 6.318 3.725  0.0224
C -0.844 6.288 2.226  -0.0209
H -1.911 3.731 3.853  0.0883
H -1.420 4.793 5.201  0.0905
H -0.231 4.334 3.824  0.0755
H -0.832 5.463 1.513  0.0883
H 0.144 6.523 2.623  0.0816
H -1.263 7.217 1.838  0.0815


Molecular formula: C39H79NO14S
Method: DFT, the ωB97M-V functional and the def2-TZVPD basis

The SMILES is CCCCCCCCCCCC1=C(CCCS(=O)(=O)O)C(=O)C(O)=C(CCCN)C1=O.COCCOC.COCCOC.COCCOC.COCCOC. Its gap between HOMO and LUMO is 8.452 eV. The energy relative to the best compared isomer or geometry (same formula, charge and spin) is 23.41 kcal/mol. Its energy is -82707.092 eV. The spin multiplicity is 1.

Last column: Löwdin charge in e.
Positions of all 134 atoms, in Å:
C -1.238 -4.495 0.025  -0.0998
C 0.159 -3.816 -0.141  -0.2535
C 1.310 -4.789 -0.589  -0.1911
C 1.963 -4.409 -1.963  -0.1989
C 3.373 -3.739 -1.835  -0.1948
C 3.292 -2.162 -1.901  -0.1921
C 3.990 -1.540 -0.641  -0.1931
C 3.148 -1.928 0.608  -0.2114
C 3.394 -1.026 1.860  -0.1777
C 1.979 -0.642 2.434  -0.1730
C 1.414 0.460 1.503  -0.1259
C -0.020 0.897 1.797  -0.0665
C -0.443 2.135 1.573  -0.0950
C 0.415 3.259 0.996  -0.1105
C 0.998 2.898 -0.417  -0.2016
C 0.412 3.774 -1.572  -0.1817
S 0.072 2.653 -2.970  0.6136
O -0.363 3.361 -4.130  -0.2779
O 1.300 1.922 -3.172  -0.3017
O -1.008 1.549 -2.478  -0.1637
C -1.905 2.476 1.877  -0.2580
O -2.259 3.513 2.346  0.1432
C -2.894 1.371 1.489  -0.2062
O -4.108 1.685 0.963  0.0842
C -2.484 0.131 1.701  -0.0716
C -3.359 -1.072 1.315  -0.1054
C -3.577 -1.103 -0.234  -0.1535
C -5.017 -0.724 -0.738  -0.2765
N -6.127 -1.071 0.145  -0.0076
C -1.104 -0.057 2.333  -0.2748
O -0.909 -0.855 3.187  0.1471
H -1.753 -4.048 0.890  0.0548
H -1.844 -4.255 -0.869  0.0648
H -1.134 -5.586 0.106  0.0668
H 0.442 -3.433 0.861  0.0841
H 0.132 -2.931 -0.805  0.0901
H 0.858 -5.789 -0.705  0.0944
H 2.077 -4.825 0.203  0.0948
H 2.114 -5.355 -2.516  0.0981
H 1.275 -3.793 -2.567  0.1032
H 3.840 -4.086 -0.899  0.0925
H 4.046 -4.071 -2.649  0.1021
H 3.702 -1.773 -2.847  0.1040
H 2.212 -1.909 -1.897  0.0887
H 3.994 -0.445 -0.787  0.1055
H 5.012 -1.957 -0.565  0.1136
H 3.314 -2.977 0.904  0.1049
H 2.090 -1.848 0.305  0.0772
H 3.845 -0.077 1.517  0.0928
H 4.051 -1.471 2.621  0.1081
H 1.337 -1.535 2.413  0.0978
H 2.087 -0.216 3.447  0.1202
H 1.428 0.138 0.439  0.1231
H 2.095 1.333 1.546  0.1201
H -0.241 4.142 0.865  0.1078
H 1.201 3.599 1.696  0.1264
H 2.098 2.858 -0.425  0.1223
H 0.669 1.863 -0.622  0.0744
H -0.471 4.357 -1.277  0.1099
H 1.231 4.421 -1.928  0.1157
H -0.586 0.673 -2.553  0.0988
H -4.519 2.380 1.503  0.1332
H -2.750 -1.965 1.561  0.0966
H -4.276 -1.157 1.915  0.1121
H -2.890 -0.342 -0.660  0.1014
H -3.268 -2.056 -0.700  0.0923
H -5.178 -1.303 -1.672  0.0988
H -5.074 0.331 -1.053  0.1009
H -6.128 -2.053 0.401  0.0738
H -6.087 -0.481 0.972  0.0544
C 8.322 3.452 2.446  -0.1116
O 8.623 2.704 3.611  -0.1880
C 7.492 2.531 4.458  -0.1968
C 6.911 1.138 4.328  -0.1962
O 6.319 0.941 3.049  -0.2054
C 7.129 0.167 2.180  -0.1114
H 9.179 3.390 1.776  0.0886
H 7.444 3.057 1.928  0.0824
H 8.155 4.504 2.704  0.0870
H 6.730 3.289 4.254  0.1135
H 7.840 2.672 5.485  0.1291
H 6.114 1.021 5.068  0.1194
H 7.673 0.379 4.528  0.1275
H 7.135 -0.878 2.508  0.0891
H 8.153 0.546 2.138  0.0854
H 6.696 0.218 1.180  0.0834
C -4.246 -0.565 -6.522  -0.1124
O -2.881 -0.839 -6.257  -0.1961
C -2.056 -0.683 -7.407  -0.2035
C -1.281 0.620 -7.358  -0.2014
O -2.141 1.741 -7.492  -0.1876
C -2.386 2.390 -6.250  -0.1040
H -4.774 -0.534 -5.569  0.0846
H -4.374 0.397 -7.024  0.0849
H -4.679 -1.362 -7.137  0.0874
H -2.648 -0.747 -8.324  0.1250
H -1.346 -1.516 -7.404  0.1228
H -0.588 0.647 -8.206  0.1248
H -0.692 0.686 -6.438  0.1247
H -1.490 2.918 -5.920  0.0577
H -2.697 1.678 -5.480  0.0832
H -3.187 3.114 -6.399  0.0915
C -9.694 -5.904 -3.278  -0.1138
O -9.681 -4.539 -3.658  -0.1915
C -9.558 -3.661 -2.545  -0.2018
C -8.149 -3.115 -2.423  -0.2062
O -7.226 -4.138 -2.061  -0.2005
C -6.449 -4.586 -3.158  -0.1114
H -9.613 -6.506 -4.183  0.0880
H -8.856 -6.148 -2.620  0.0830
H -10.637 -6.149 -2.778  0.0876
H -9.862 -4.159 -1.619  0.1258
H -10.243 -2.826 -2.721  0.1249
H -8.129 -2.371 -1.620  0.1125
H -7.842 -2.621 -3.350  0.1260
H -5.722 -3.817 -3.444  0.0825
H -7.074 -4.836 -4.019  0.0844
H -5.909 -5.480 -2.847  0.0882
C 3.645 3.197 5.800  -0.1088
O 4.649 4.164 6.063  -0.2027
C 4.383 5.409 5.428  -0.2046
C 3.854 6.432 6.415  -0.2031
O 2.556 6.082 6.876  -0.1900
C 2.569 5.530 8.182  -0.1102
H 3.824 2.341 6.452  0.0894
H 2.645 3.588 6.002  0.0851
H 3.707 2.862 4.758  0.0848
H 3.689 5.281 4.592  0.1249
H 5.335 5.771 5.024  0.1224
H 3.762 7.396 5.905  0.1249
H 4.547 6.556 7.252  0.1266
H 2.787 6.311 8.918  0.0885
H 3.302 4.725 8.272  0.0834
H 1.579 5.125 8.386  0.0892